Entry 1:
Computed, not measured: a cluster of 2 separate species, C3H8N3O3S in total in a non-equilibrium geometry, with ωB97M-V/def2-TZVPD.

Cartesian coordinates (Å):
C  0.754  -1.821  1.486
C  -0.750  1.971  -0.518
C  1.850  -2.721  1.189
N  -1.044  3.162  -0.003
N  -1.559  0.936  -0.306
N  -1.350  -0.412  -0.653
O  -0.036  -1.351  2.179
O  0.342  1.876  -1.200
O  2.529  -2.547  0.004
S  0.175  -0.949  -1.203
H  1.402  -3.733  1.272
H  2.606  -2.613  1.987
H  -1.906  3.355  0.478
H  -0.426  3.931  -0.211
H  -2.352  1.054  0.316
H  -2.112  -0.746  -1.242
H  0.583  0.894  -1.379
H  1.941  -2.616  -0.763

Values from the calculation:
LUMO (alpha / beta) (Ha): -0.1637 / -0.1636
E_HOMO (alpha / beta) (eV): -11.7196 / -11.7208
Total charge: +1

Results of the Löwdin charge analysis, in e, for atoms 1 through 6: atom 1 (C): -0.06, atom 2 (C): -0.47, atom 3 (C): -0.23, atom 4 (N): 0.22, atom 5 (N): 0.03, atom 6 (N): -0.45

=====

Entry 2:
Computed, not measured: the ion C3H8N3OS with charge +1, with ωB97M-V/def2-TZVPD.

Cartesian coordinates (Å):
S  3.108  -0.090  0.361
N  1.618  0.788  0.445
C  0.523  0.440  -0.139
N  0.343  -0.867  -0.580
C  -0.560  -1.455  0.439
O  -1.394  -0.471  1.019
C  -1.758  0.543  0.141
N  -0.522  1.331  -0.272
H  3.510  0.241  -0.885
H  1.619  1.621  1.027
H  -0.143  -0.813  -1.471
H  0.071  -1.821  1.239
H  -1.094  -2.307  0.034
H  -2.269  0.138  -0.734
H  -2.413  1.230  0.650
H  -0.639  1.492  -1.274

Values from the calculation:
LUMO (Ha): -0.1781
E_HOMO (eV): -14.3220
Total charge: +1
Structure (SMILES): SNC1=[NH+]COCN1

Results of the Löwdin charge analysis, in e, for atoms 1 through 6: atom 1 (S): 0.89, atom 2 (N): -0.20, atom 3 (C): -0.43, atom 4 (N): 0.08, atom 5 (C): -0.14, atom 6 (O): -0.06

=====

Entry 3:
Computed, not measured: a cluster of 2 separate species, C3H8N4 in total in a non-equilibrium geometry, with ωB97M-V/def2-TZVPD.

Cartesian coordinates (Å):
C  -1.577  0.781  -0.905
C  0.552  -1.459  1.260
C  -0.284  0.748  -0.705
N  -2.736  0.872  -1.316
N  1.708  -1.322  1.686
N  0.524  1.381  0.327
N  0.560  -0.124  -1.552
H  -0.178  -0.858  1.778
H  0.426  -2.289  0.622
H  -3.439  0.353  -0.707
H  1.775  -0.520  2.352
H  0.059  2.213  0.604
H  1.398  1.601  0.009
H  0.260  -0.490  -2.476
H  0.951  -0.888  -0.980

Values from the calculation:
LUMO (Ha): 0.0301
E_HOMO (eV): -7.8494
Total charge: 0
Structure (SMILES): N=C=C(N)N.C=N

Results of the Löwdin charge analysis, in e, for atoms 1 through 6: atom 1 (C): -0.16, atom 2 (C): -0.20, atom 3 (C): -0.40, atom 4 (N): 0.10, atom 5 (N): 0.02, atom 6 (N): 0.09

=====

Entry 4:
Computed, not measured: the molecule C3H8N4 in a non-equilibrium geometry, with ωB97M-V/def2-TZVPD.

Cartesian coordinates (Å):
C  -0.894  0.461  0.870
C  0.151  0.564  0.017
C  -1.609  1.630  1.487
N  1.258  -2.547  -0.908
N  0.721  -1.669  -0.163
N  1.254  -0.187  -1.919
N  0.721  -0.452  -0.619
H  -1.292  -0.543  1.086
H  0.639  1.488  -0.175
H  -2.704  1.474  1.789
H  -0.927  1.921  2.366
H  -1.631  2.453  0.783
H  1.414  -3.377  -0.385
H  0.685  -0.914  -2.461
H  2.216  -0.302  -1.767

Values from the calculation:
LUMO (Ha): 0.0413
E_HOMO (eV): -8.1754
Total charge: 0
Structure (SMILES): [H]/N=N/N(N)/C=C/C

Results of the Löwdin charge analysis, in e, for atoms 1 through 6: atom 1 (C): -0.15, atom 2 (C): -0.15, atom 3 (C): -0.13, atom 4 (N): 0.02, atom 5 (N): -0.04, atom 6 (N): 0.09

=====

Entry 5:
Computed, not measured: the molecule C3H8N4 in a non-equilibrium geometry, with ωB97M-V/def2-TZVPD.

Cartesian coordinates (Å):
C  2.057  1.049  -0.650
N  0.000  0.202  0.272
C  -1.163  -0.510  0.425
C  0.790  0.276  -0.878
N  -1.465  -0.583  1.797
N  -1.666  -1.203  -0.509
N  0.506  -0.184  -2.010
H  0.355  0.452  1.223
H  -2.348  -1.019  2.014
H  -1.321  0.235  2.373
H  -2.495  -1.720  -0.239
H  -0.362  -0.716  -2.026
H  2.558  1.188  -1.602
H  2.711  0.507  0.031
H  1.843  2.028  -0.221

Values from the calculation:
LUMO (Ha): 0.0217
E_HOMO (eV): -9.2847
Total charge: 0
Structure (SMILES): [H]/N=C(/C)N/C(N)=N/[H]

Results of the Löwdin charge analysis, in e, for atoms 1 through 6: atom 1 (C): -0.04, atom 2 (N): 0.08, atom 3 (C): -0.54, atom 4 (C): -0.49, atom 5 (N): 0.10, atom 6 (N): 0.12

=====

Entry 6:
Computed, not measured: the molecule C3H8N4 in a non-equilibrium geometry, with ωB97M-V/def2-TZVPD.

Cartesian coordinates (Å):
C  0.940  0.591  0.310
C  2.301  -0.075  -0.080
C  -2.455  -0.335  -0.034
N  0.446  1.277  -0.874
N  -0.672  0.871  -1.170
N  -0.164  -0.266  0.764
N  -1.188  -0.093  -0.470
H  1.078  1.384  1.093
H  2.069  -1.059  -0.442
H  3.025  -0.170  0.719
H  2.731  0.517  -0.962
H  -2.857  0.504  0.558
H  -2.864  -0.663  -0.996
H  -2.467  -1.259  0.619
H  0.079  -1.225  0.966

Values from the calculation:
LUMO (alpha / beta) (Ha): 0.0357 / -0.0665
E_HOMO (alpha / beta) (eV): -5.0945 / -8.8626
2S+1: 3
Total charge: 0
<S²>: 2.008

Results of the Löwdin charge analysis, in e, for atoms 1 through 6: atom 1 (C): -0.43, atom 2 (C): -0.05, atom 3 (C): -0.10, atom 4 (N): -0.02, atom 5 (N): -0.12, atom 6 (N): 0.10